# 1
Entry from the Open Molecules 2025 dataset: C34H39N10NiO3S as an isolated structure (ωB97M-V/def2-TZVPD).

XYZ file:
```
88
Properties=species:S:1:pos:R:3:lowdin_spin:R:1
Ni 0.33363 -0.26686 -0.81056 1.738
C -1.14415 -1.32630 2.09510 0.003
N -0.13504 -0.54896 1.38063 0.036
C 0.86263 -0.13262 2.08569 0.001
C 2.04160 0.42505 1.46072 0.002
C 3.26846 0.70727 1.98127 0.000
C 4.11715 0.91954 0.88322 0.002
C 3.33899 0.79674 -0.26903 0.003
N 2.08643 0.51495 0.09888 0.042
C -2.18056 -0.39701 2.71953 0.000
C -2.37751 0.89387 2.21789 0.000
C -3.31973 1.71286 2.75917 0.000
C -4.17570 1.24586 3.72663 0.000
C -4.02984 0.00997 4.33036 0.000
C -2.98745 -0.85042 3.78293 0.000
H -0.68356 -2.05735 2.86740 0.001
H -1.67653 -1.87131 1.34542 0.000
H 0.87345 -0.20507 3.16831 0.001
H 3.55564 0.67583 3.01869 0.000
H 5.17706 1.11963 0.96910 0.001
H 3.52462 0.76740 -1.33244 0.000
H -1.63829 1.28468 1.55033 0.000
H -3.44062 2.75682 2.46012 0.000
H -4.92974 1.94423 4.09887 0.000
H -4.67327 -0.23919 5.16401 0.000
H -3.03033 -1.86185 4.10989 0.000
N 1.04541 0.54469 -2.80267 0.023
C 1.53374 1.56414 -3.10490 0.008
C 1.99761 2.79245 -3.55009 0.004
C 3.25393 3.20419 -3.01597 0.001
N 4.26322 3.53274 -2.61580 0.001
C 1.04092 3.87937 -3.42548 0.001
N 0.27165 4.74997 -3.38089 0.001
N -0.34946 2.01752 -0.57433 0.017
C 0.34871 2.80928 -0.05862 0.010
N 1.10257 3.67885 0.61711 0.007
C 2.32992 4.27118 -0.03634 0.000
C 2.48285 5.71534 0.49149 0.000
C 1.14197 6.31500 0.79032 0.000
C 0.45753 5.59529 1.98835 0.000
C 0.72739 4.05573 1.99087 0.000
H 2.14148 4.34794 -1.11246 0.000
H 3.23873 3.62457 0.08942 0.000
H 2.86768 6.39962 -0.25929 0.000
H 3.16337 5.78984 1.37365 0.000
H 0.51469 6.16581 -0.10739 0.000
H 1.32498 7.38264 0.96648 0.000
H -0.60113 5.85348 1.98582 0.000
H 0.84679 6.04128 2.88377 0.000
H -0.18695 3.55701 2.12715 0.000
H 1.48559 3.74611 2.61933 0.000
N -1.52903 -0.19337 -1.90800 0.030
C -2.50956 -1.25238 -1.73263 -0.001
C -3.23196 -1.27282 -0.57902 0.002
C -3.87241 -2.49041 -0.26852 0.000
C -3.89340 -3.53346 -1.16584 0.002
C -3.41472 -3.31910 -2.46247 -0.001
C -2.64012 -2.18198 -2.73806 0.002
S -4.14401 -5.23545 -0.63888 0.000
O -2.82105 -5.85620 -0.80029 0.000
O -4.55484 -5.05933 0.73203 0.000
O -5.16517 -5.85456 -1.46934 0.000
H -1.91757 0.62541 -1.54831 0.001
H -1.27368 -0.05897 -2.91302 0.001
H -3.22339 -0.50495 0.15069 0.000
H -4.34716 -2.59799 0.74024 0.000
H -3.49408 -4.04120 -3.21026 0.000
H -2.15722 -2.02151 -3.75552 0.000
C 2.32984 -2.50311 -0.40300 0.001
C 2.70898 -3.95946 -0.58115 0.001
N 1.86542 -4.63298 -1.54253 0.000
C 1.98409 -3.82160 -2.75202 0.002
C 1.19102 -2.47074 -2.55546 0.002
N 1.01140 -2.24571 -1.13054 0.047
C -0.00492 -3.22310 -0.61907 0.001
C 0.46195 -4.68702 -1.06644 0.002
H 2.99953 -1.76892 -0.83203 0.000
H 2.20009 -2.25834 0.66606 0.000
H 2.57509 -4.45389 0.43939 0.000
H 3.78141 -4.14202 -0.84568 0.000
H 1.67982 -4.48863 -3.59453 0.000
H 3.07350 -3.58083 -3.03124 0.000
H 0.18799 -2.44886 -2.98897 0.000
H 1.68684 -1.58667 -2.93308 0.000
H -0.96768 -2.85436 -0.77808 0.000
H 0.07632 -3.22465 0.50150 0.000
H -0.25535 -5.05020 -1.85719 0.000
H 0.40356 -5.40240 -0.27042 0.000
```

Calculated values
Highest occupied orbital energy (alpha / beta) (eV): -5.800 / -5.800
Expectation value of S²: 2.005
E_tot (eV): -108812.8109
Multiplicity: 3
Energy above the lowest of the compared OMol25 structures with the same formula, charge and spin (kcal/mol): 0.76
Lowest unoccupied orbital energy (alpha / beta) (eV): 2.13 / 2.10
Charge: -1


# 2
Entry from the Open Molecules 2025 dataset: a 5-piece molecular cluster, C34H40BrF33N4O9Si overall (ωB97M-V/def2-TZVPD).

XYZ file:
```
122
Properties=species:S:1:pos:R:3:lowdin_charge:R:1
N 3.93416 2.30611 1.62872 0.158
C 4.04939 1.11580 1.26356 -0.538
N 4.42574 0.80672 -0.11335 0.095
N 3.78429 0.05326 2.16359 0.024
C 2.31644 -0.19314 2.04215 -0.205
C 1.94401 -1.69783 2.10333 -0.177
C 1.85184 -2.37032 0.70139 -0.239
C 0.54026 -3.16003 0.46435 -0.231
Si -0.98395 -2.07208 0.24340 0.743
C -1.34344 -1.11465 1.84183 -0.224
C -2.80828 -0.62163 2.01932 -0.226
C -3.02015 0.83822 1.51889 -0.161
C -2.10319 1.86668 2.22089 -0.167
O -1.44529 2.63043 1.17122 -0.058
C -1.63891 3.97119 1.43438 -0.375
O -2.13925 4.64028 0.64120 0.155
C -0.97331 -0.99048 -1.32782 -0.193
C 0.32006 -0.22582 -1.55201 -0.874
O 0.59056 0.72785 -0.97774 0.059
Br 1.62840 -0.92896 -2.85838 0.685
C -2.48270 -3.30111 0.02426 -0.419
O -2.46673 -4.36337 0.49884 0.113
N -3.65080 -2.81533 -0.75058 0.173
C -3.58851 -3.18741 -2.08377 -0.617
O -4.05282 -2.59741 -2.95092 0.189
F -2.97689 -4.32070 -2.39763 0.145
H 4.14412 2.91300 0.83977 0.057
H 3.69598 1.13456 -0.74323 0.074
H 5.23319 1.37337 -0.34756 0.047
H 4.27697 -0.73213 1.73773 0.105
H 2.01408 0.16032 1.03735 0.086
H 1.76482 0.41503 2.77111 0.112
H 2.76698 -2.18350 2.65858 0.112
H 1.05644 -1.84773 2.73195 0.088
H 2.07911 -1.61695 -0.06534 0.054
H 2.67636 -3.10087 0.65081 0.111
H 0.60235 -3.88559 -0.36239 0.088
H 0.36358 -3.76693 1.37257 0.092
H -0.61390 -0.30117 1.97448 0.066
H -1.15003 -1.83028 2.66180 0.088
H -3.57312 -1.27104 1.56755 0.094
H -3.02020 -0.62070 3.10300 0.115
H -4.08394 1.07746 1.67594 0.116
H -2.87848 0.86512 0.43076 0.090
H -1.32153 1.39892 2.83934 0.116
H -2.70373 2.49993 2.88986 0.127
H -1.29045 4.35072 2.41225 0.145
H -1.76490 -0.22952 -1.20220 0.090
H -1.21047 -1.58649 -2.22341 0.080
H -3.65261 -1.79649 -0.75286 0.113
C 3.66306 4.28954 4.89143 -0.044
C 2.22832 4.61506 4.44043 -0.442
C 2.08608 5.63736 3.31496 -0.292
F 2.60764 6.83640 3.64498 0.093
F 0.76860 5.83746 3.04285 0.082
F 1.49735 4.98234 5.51938 0.124
F 1.68091 3.45062 3.99125 0.091
O 4.15347 4.96961 6.04318 0.044
C 4.68416 6.23798 5.88342 -0.533
C 3.84373 7.31310 6.57514 -0.280
F 2.57191 7.30727 6.12966 0.097
F 4.35803 8.53923 6.31665 0.098
F 4.88025 6.50307 4.57698 0.138
F 5.90742 6.21778 6.45740 0.145
H 3.64702 3.24292 5.19380 0.149
H 4.37403 4.32678 4.06655 0.138
H 2.56956 5.27844 2.40232 0.170
H 3.83303 7.15417 7.65575 0.175
C -5.62989 0.12187 -3.21903 -0.056
C -5.69071 1.26536 -2.19763 -0.431
C -7.06448 1.57656 -1.60430 -0.298
F -7.95601 1.93298 -2.54909 0.096
F -6.96365 2.61579 -0.73779 0.094
F -5.14148 2.37160 -2.73728 0.140
F -4.87553 0.90230 -1.15684 0.084
O -5.65686 0.47768 -4.59406 0.054
C -6.88640 0.70610 -5.19110 -0.529
C -7.06532 2.16428 -5.61780 -0.279
F -6.91718 3.00420 -4.57410 0.098
F -8.31114 2.35042 -6.11453 0.099
F -7.88231 0.28124 -4.38864 0.139
F -6.92701 -0.06998 -6.29466 0.149
H -4.65350 -0.33974 -3.08864 0.118
H -6.34255 -0.67192 -2.99301 0.148
H -7.45547 0.71487 -1.05438 0.175
H -6.33454 2.43142 -6.38440 0.176
C 9.41683 3.23689 -2.48832 -0.047
C 8.06804 2.68783 -1.99663 -0.440
C 7.68997 1.28918 -2.48040 -0.287
F 7.60512 1.21774 -3.82268 0.098
F 6.46948 0.95089 -1.98501 0.072
F 7.09263 3.57616 -2.29085 0.129
F 8.13550 2.63333 -0.63448 0.104
O 9.39225 4.10461 -3.61109 0.048
C 9.36211 3.53767 -4.87640 -0.529
C 8.05168 3.82368 -5.61156 -0.279
F 6.98797 3.39037 -4.90450 0.096
F 8.03943 3.17761 -6.80030 0.102
F 9.63124 2.21891 -4.80405 0.138
F 10.37408 4.09705 -5.57121 0.151
H 9.79150 3.86481 -1.67981 0.151
H 10.16445 2.45095 -2.60158 0.147
H 8.41249 0.54498 -2.13381 0.177
H 7.93762 4.89537 -5.78902 0.177
C -4.05617 -8.40990 -1.02241 -0.041
C -4.81403 -7.11642 -0.68205 -0.436
C -4.50090 -6.48956 0.67467 -0.302
F -4.79205 -7.32827 1.69610 0.086
F -5.25482 -5.37548 0.85941 0.090
F -6.14327 -7.33368 -0.81771 0.130
F -4.48147 -6.20669 -1.63212 0.102
O -4.72783 -9.64012 -0.78604 0.047
C -4.69526 -10.17131 0.49311 -0.531
C -6.07656 -10.19304 1.15020 -0.280
F -6.61881 -8.96040 1.19656 0.098
F -5.97447 -10.63972 2.42463 0.099
F -3.78079 -9.52751 1.24418 0.138
F -4.26042 -11.44417 0.36896 0.146
H -3.91596 -8.39262 -2.10335 0.150
H -3.04694 -8.41581 -0.60924 0.147
H -3.45167 -6.19369 0.75320 0.142
H -6.75310 -10.84908 0.59783 0.176
```

Calculated values
Highest occupied orbital energy (eV): -9.692
SMILES string: [H]/N=C(\N)NCCCC[Si@@](CCCCOC=O)(CC(=O)Br)C(=O)NC(=O)F.FC(F)C(F)(F)COC(F)(F)C(F)F.FC(F)C(F)(F)COC(F)(F)C(F)F.FC(F)C(F)(F)COC(F)(F)C(F)F.FC(F)C(F)(F)COC(F)(F)C(F)F
E_tot (eV): -227891.0289
Lowest unoccupied orbital energy (eV): 0.00
Charge: 0


# 3
Entry from the Open Molecules 2025 dataset: the molecule C34H40BrN3O6S4 (ωB97M-V/def2-TZVPD).

XYZ file:
```
88
Properties=species:S:1:pos:R:3:lowdin_charge:R:1
C 3.13707 -0.07104 5.26520 -0.113
C 3.28352 -0.35774 3.77257 -0.296
C 3.28814 0.92234 2.94353 -0.624
Br 4.94342 1.93817 3.20359 0.736
C 2.98722 0.78320 1.47057 -0.251
N 1.97242 1.50087 1.06834 0.203
C 1.61820 1.44395 -0.24588 -0.144
C 0.51902 2.22183 -0.69901 -0.129
C -0.19552 3.06825 0.32136 -0.119
C -1.10424 2.28449 1.30364 -0.230
C -1.41558 0.84852 0.88275 -0.477
S -3.09324 0.44920 1.47613 0.917
C -3.00751 -1.33939 1.52319 -1.038
S -1.85101 -2.07440 2.37949 0.730
N -3.97063 -2.12236 0.82297 -0.127
C -5.35694 -1.73009 0.99413 -0.242
C -5.91439 -0.59206 0.42104 -0.042
C -7.25133 -0.31156 0.62161 -0.071
C -8.03779 -1.15610 1.38012 -0.089
C -7.48463 -2.29672 1.94467 -0.079
C -6.14573 -2.57812 1.74680 -0.018
C -3.62300 -2.42493 -0.54346 -0.231
C -3.78989 -3.72979 -0.96795 -0.009
C -3.47052 -4.09259 -2.26268 -0.076
C -2.96565 -3.14833 -3.14382 -0.090
C -2.80812 -1.84238 -2.72335 -0.078
C -3.14382 -1.47378 -1.43524 -0.022
C 0.16339 2.16223 -2.02762 -0.159
C -0.98119 2.94453 -2.64021 -0.119
C -2.35275 2.84634 -1.93392 -0.195
C -2.95793 4.22547 -1.67995 -0.251
S -4.56000 4.06154 -0.94836 0.576
O -5.39662 3.32976 -1.84812 -0.269
O -4.42368 3.63552 0.40556 -0.268
O -5.06235 5.57793 -0.89002 -0.147
C 0.90599 1.32577 -2.91117 -0.023
C 1.95322 0.57181 -2.48498 -0.002
C 2.33559 0.61700 -1.12921 -0.184
N 3.39101 -0.13021 -0.69962 0.197
C 3.72555 -0.05798 0.55913 -0.190
C 4.89104 -0.89855 1.01823 -0.148
C 5.73752 -1.44269 -0.13048 -0.207
C 7.07363 -1.99152 0.38979 -0.211
C 7.64579 -3.15022 -0.43980 -0.235
S 8.00008 -2.76887 -2.12277 0.578
O 6.79802 -2.46061 -2.83208 -0.269
O 8.87547 -3.76523 -2.66628 -0.284
O 8.84418 -1.43459 -1.89197 -0.157
H 3.19098 -0.99920 5.83292 0.075
H 3.96773 0.55142 5.60227 0.053
H 2.20552 0.44732 5.49206 0.078
H 2.49050 -1.01966 3.41911 0.124
H 4.24084 -0.86683 3.64509 0.089
H 2.51669 1.58538 3.32956 0.087
H 0.56407 3.57468 0.91798 0.116
H -0.75903 3.85798 -0.17303 0.089
H -0.69435 2.27714 2.31273 0.111
H -2.05052 2.83013 1.37922 0.077
H -1.42505 0.73068 -0.19766 0.050
H -0.72444 0.12055 1.30230 0.040
H -5.30909 0.06037 -0.19094 0.089
H -7.69871 0.56915 0.17981 0.109
H -9.08694 -0.94272 1.53642 0.102
H -8.10532 -2.95665 2.53667 0.102
H -5.69970 -3.46924 2.16870 0.118
H -4.17295 -4.46134 -0.26940 0.119
H -3.61858 -5.12091 -2.56671 0.104
H -2.69428 -3.43220 -4.15192 0.102
H -2.41498 -1.11167 -3.41872 0.101
H -3.04386 -0.44351 -1.12433 0.078
H -0.67738 3.99491 -2.71036 0.126
H -1.10332 2.60663 -3.66866 0.110
H -2.29860 2.29477 -0.99985 0.079
H -3.05217 2.33663 -2.59813 0.119
H -3.07905 4.76114 -2.62649 0.115
H -2.34920 4.85436 -1.02886 0.107
H -4.77217 6.04718 -1.68439 0.090
H 0.60898 1.29251 -3.95292 0.111
H 2.50765 -0.06358 -3.16323 0.118
H 5.54022 -0.29790 1.65774 0.078
H 4.50341 -1.74010 1.59982 0.126
H 5.93923 -0.64775 -0.84912 0.115
H 5.20265 -2.20328 -0.69915 0.112
H 7.81733 -1.19310 0.37815 0.111
H 6.97523 -2.36517 1.41078 0.117
H 6.90835 -3.95124 -0.51613 0.118
H 8.57492 -3.52820 -0.01772 0.110
H 9.34998 -1.29560 -2.71011 0.104
```

Calculated values
Highest occupied orbital energy (eV): -8.285
SMILES string: CC[C@@H](Br)c1nc2c(CCCSC(=S)N(c3ccccc3)c3ccccc3)c(CCCS(=O)(=O)O)ccc2nc1CCCCS(=O)(=O)O
E_tot (eV): -166045.5938
Lowest unoccupied orbital energy (eV): -0.33
Charge: 0